{"formula": "C20H18N4OS", "method": "the ωB97M-V functional and the def2-TZVPD basis", "elements": ["C", "C", "C", "C", "N", "C", "N", "C", "H", "H", "C", "N", "C", "O", "C", "C", "C", "C", "S", "H", "H", "H", "C", "H", "C", "H", "H", "H", "H", "H", "C", "C", "C", "C", "C", "H", "H", "H", "C", "N", "H", "H", "H", "H"], "positions_angstrom": [[-4.6012, -3.7916, -0.3339], [-4.2593, -2.3347, -0.3349], [-3.0106, -1.8908, 0.0170], [-2.7029, -0.5165, 0.0094], [-1.4599, -0.1294, 0.3383], [-1.1232, 1.1433, 0.3455], [0.1468, 1.4345, 0.7542], [0.9258, 2.5303, 0.2188], [0.2866, 3.3564, -0.0820], [1.6019, 2.8829, 1.0043], [1.7492, 2.0484, -0.9849], [2.5764, 0.9292, -0.5897], [3.9249, 1.0230, -0.6962], [4.4664, 1.9750, -1.2288], [4.7236, -0.0910, -0.1330], [4.7635, -0.5730, 1.1450], [5.7620, -1.5516, 1.3312], [6.4666, -1.7942, 0.1956], [5.9437, -0.8202, -1.1176], [7.2687, -2.4896, 0.0485], [5.9426, -2.0479, 2.2677], [4.1190, -0.2264, 1.9336], [1.8153, -0.1692, -0.0450], [2.4763, -0.9842, 0.2448], [0.9981, 0.3308, 1.1524], [0.3701, -0.4695, 1.5406], [1.6698, 0.6967, 1.9351], [1.1182, -0.5319, -0.8105], [2.4051, 2.8410, -1.3483], [1.0743, 1.7355, -1.7910], [-2.0893, 2.1640, 0.0313], [-3.3629, 1.7741, -0.3273], [-3.7096, 0.4145, -0.3644], [-4.9860, -0.0608, -0.7225], [-5.2495, -1.4001, -0.7072], [-6.2291, -1.7637, -0.9815], [-5.7469, 0.6523, -1.0064], [-4.1044, 2.5257, -0.5640], [-1.8615, 3.5498, 0.1365], [-1.7746, 4.6924, 0.2238], [-2.2320, -2.5810, 0.3043], [-3.7486, -4.3935, -0.0314], [-4.9171, -4.1052, -1.3282], [-5.4265, -3.9838, 0.3508]], "forces_ev_per_a": [[0.0, 0.0, 0.0], [0.3, 0.0, 0.1], [-0.3, -0.1, -0.1], [-0.5, 0.4, -0.2], [0.4, 0.2, 0.0], [-0.3, -0.3, 0.1], [0.0, 0.1, 0.3], [0.2, 0.2, -0.5], [0.2, 0.0, 0.1], [-0.1, 0.0, -0.1], [0.0, 0.5, 0.1], [-0.1, 0.1, 0.0], [-0.2, 0.1, 0.0], [0.3, 0.1, -0.1], [0.5, -0.3, 0.0], [-0.1, 0.2, -0.3], [0.2, -0.1, 0.0], [-0.1, 0.2, -0.3], [-0.2, 0.0, 0.6], [0.2, -0.2, 0.0], [0.1, -0.1, 0.1], [-0.2, 0.1, 0.1], [-0.2, -0.3, 0.3], [-0.1, 0.1, -0.1], [0.1, -0.5, 0.0], [0.2, 0.1, 0.0], [0.0, 0.0, 0.0], [0.1, 0.0, 0.1], [-0.1, -0.1, 0.0], [0.0, 0.0, 0.0], [-0.5, -0.9, -0.3], [0.4, -0.1, 0.1], [0.3, -0.2, 0.1], [-0.1, -0.2, 0.0], [-0.1, 0.3, -0.1], [-0.1, 0.0, 0.0], [-0.1, 0.0, 0.0], [0.0, 0.1, 0.0], [-0.1, 0.7, 0.1], [0.1, 0.2, 0.0], [0.1, -0.1, 0.0], [0.0, -0.1, 0.0], [0.0, -0.1, 0.0], [0.0, -0.1, 0.0]], "nbo_charge": [-0.6302, 0.0205, -0.2228, 0.1961, -0.5082, 0.4527, -0.4098, -0.2268, 0.2350, 0.2069, -0.2393, -0.4272, 0.6478, -0.6126, -0.3109, -0.2329, -0.2647, -0.4045, 0.4950, 0.2380, 0.2267, 0.2215, -0.2344, 0.2338, -0.2297, 0.2495, 0.1948, 0.2045, 0.2573, 0.1922, -0.2771, -0.0544, -0.0834, -0.1761, -0.2240, 0.2125, 0.2134, 0.2258, 0.2691, -0.3075, 0.2185, 0.2183, 0.2232, 0.2233], "homo_ha": -0.302, "e_tot_ev": -39875.7720, "spin_multiplicity": 1, "e_above_lowest_kcal_mol": 0.0}